(1)
{"formula": "C30H57CaCl3GaIKLiO15S", "method": "ωB97M-V/def2-TZVPD", "homo_ev": -5.4, "charge": 0, "species": ["C", "C", "C", "Ga", "O", "C", "C", "C", "I", "C", "C", "C", "C", "C", "C", "C", "C", "O", "C", "H", "H", "H", "H", "H", "H", "H", "H", "H", "H", "H", "H", "H", "H", "H", "H", "H", "H", "H", "H", "H", "H", "H", "H", "H", "H", "H", "H", "H", "H", "H", "H", "H", "K", "Li", "C", "C", "C", "O", "C", "C", "C", "O", "O", "O", "H", "H", "H", "H", "C", "C", "C", "O", "H", "H", "H", "H", "H", "H", "H", "H", "Cl", "O", "S", "O", "O", "O", "C", "O", "H", "H", "H", "H", "Cl", "C", "C", "Cl", "H", "H", "H", "H", "Ca", "C", "C", "O", "C", "O", "O", "H", "H", "H", "H"], "positions_angstrom": [[-2.00519, -0.34678, -2.25955], [-1.89202, -1.49720, -1.20368], [-0.40908, -1.92559, -0.92202], [0.25446, -0.62323, 0.58190], [-1.00843, -0.77739, 1.97367], [0.26202, 1.24416, -0.28906], [0.97318, 2.32524, 0.58630], [0.38455, 3.73966, 0.21405], [1.72848, 4.87953, -1.05431], [2.12525, -1.24605, 1.07637], [2.12426, -2.32004, 2.21566], [2.27099, -1.77475, 3.65576], [3.30188, -0.61993, 3.80586], [3.76385, -0.33362, 5.27355], [2.88240, -0.97148, 6.37668], [1.44249, -0.37076, 6.44182], [1.32825, 0.74513, 7.50124], [-0.03802, 0.96797, 7.89090], [-0.51249, 2.19173, 7.31495], [-2.36134, 0.58043, -1.78792], [-2.74350, -0.61251, -3.04230], [-1.04485, -0.16353, -2.76963], [-2.52186, -2.38187, -1.47686], [-2.25004, -1.06214, -0.24945], [-0.32207, -2.99340, -0.59401], [0.19139, -1.71467, -1.83156], [-1.28995, -1.70303, 1.95860], [0.75409, 1.16948, -1.28068], [-0.78199, 1.56661, -0.49731], [2.02175, 2.36264, 0.24214], [0.88225, 2.15152, 1.67078], [-0.55719, 3.66390, -0.34639], [0.19204, 4.36601, 1.10248], [2.76654, -0.36170, 1.24556], [2.54088, -1.74086, 0.16765], [2.84967, -3.14155, 2.02120], [1.13020, -2.81638, 2.18589], [1.21537, -1.55301, 4.06454], [2.64476, -2.61536, 4.27574], [4.20734, -0.85311, 3.20950], [2.86376, 0.29192, 3.34626], [3.89003, 0.75618, 5.44214], [4.78175, -0.76942, 5.37305], [2.83628, -2.06952, 6.31156], [3.37410, -0.74810, 7.35948], [1.07885, -0.01527, 5.46324], [0.76881, -1.19813, 6.73218], [1.83494, 1.64264, 7.08551], [1.90815, 0.37309, 8.40023], [-0.07431, 2.27542, 6.30270], [-0.25820, 3.09139, 7.90798], [-1.60232, 2.11643, 7.18190], [2.31255, 1.41405, 10.07941], [-1.84234, -3.68565, -1.92745], [1.47781, 1.60578, -7.26265], [1.45024, 1.87619, -5.95328], [1.65054, 0.80100, -4.93130], [1.63642, 1.08731, -3.74924], [1.85147, -0.56730, -5.40388], [1.87436, -0.83335, -6.71311], [1.70059, 0.24479, -7.73425], [1.74563, -0.04963, -8.91322], [2.05334, -2.07453, -7.18183], [1.24204, 3.12391, -5.50151], [1.33677, 2.37159, -8.01013], [1.97817, -1.33779, -4.65572], [2.03235, -1.98966, -8.15506], [1.26633, 3.06700, -4.52687], [-3.56879, 2.98299, -9.22106], [-2.52216, 3.12689, -8.12616], [-1.60928, 4.31548, -8.38582], [-1.74270, 1.93538, -8.04910], [-3.09320, 2.81484, -10.19148], [-4.21012, 2.12124, -9.02692], [-4.19438, 3.87515, -9.29023], [-3.01621, 3.24797, -7.16023], [-1.06955, 4.19046, -9.32912], [-0.85867, 4.40044, -7.59787], [-2.17603, 5.24766, -8.43028], [-1.29831, 1.81526, -8.89713], [-0.12004, -2.83507, 4.70009], [5.13299, 0.41227, -8.99921], [4.69802, 1.78784, -9.27125], [3.88177, 2.29659, -8.15707], [3.89572, 1.80409, -10.49886], [5.87914, 2.64531, -9.41608], [2.29540, 3.71498, 4.44650], [3.41305, 3.47999, 5.30260], [1.38616, 3.65343, 5.04165], [2.36570, 4.70985, 4.00081], [2.26048, 2.95959, 3.65819], [4.20523, 3.53793, 4.75879], [-4.60576, -6.42433, 2.12954], [-4.96461, -4.68260, 1.84282], [-5.47214, -4.43133, 0.44151], [-4.15187, -4.68493, -0.72417], [-4.05906, -4.11408, 2.04515], [-5.71450, -4.39993, 2.58104], [-5.79967, -3.39728, 0.34275], [-6.30771, -5.07717, 0.17787], [-5.31854, -8.36636, 1.17200], [-3.48855, -1.94251, 5.21687], [-2.39669, -2.82492, 5.76335], [-3.11004, -4.03881, 6.06804], [-4.20964, -4.07574, 5.29744], [-4.91931, -5.03583, 5.18146], [-4.40826, -2.89395, 4.65666], [-3.12710, -1.25316, 4.45621], [-4.00410, -1.37450, 5.99584], [-1.61630, -3.04456, 5.02659], [-1.92880, -2.41298, 6.65400]], "atomic_forces_ev_per_a": [[-0.418, -0.693, -0.316], [1.070, 0.731, 0.334], [-0.967, -0.194, -0.953], [1.044, 0.324, -0.217], [-0.258, -0.148, -0.696], [-0.266, -0.235, 0.368], [-0.534, 0.590, -1.813], [-0.024, -0.213, 0.792], [-0.322, -0.141, 0.190], [-0.013, -0.460, -0.186], [-0.381, 0.290, -0.230], [0.246, 0.349, 0.189], [-0.384, 0.114, -0.280], [0.389, -0.642, -0.171], [-0.052, 1.093, 0.208], [-0.002, -0.668, 0.567], [0.377, -1.326, -0.491], [1.012, 1.008, 0.177], [-0.251, -0.302, -0.752], [0.286, -0.340, -0.200], [0.308, 0.192, 0.300], [-0.333, 0.013, 0.338], [-0.985, 1.386, 0.313], [-0.519, -0.820, -0.392], [0.187, 0.380, 0.022], [-0.035, -0.475, 0.448], [0.180, 0.221, 0.485], [-0.158, 0.109, 0.496], [0.471, -0.143, 0.223], [-0.250, -0.308, 0.826], [0.101, 0.070, -0.369], [0.467, -0.001, 0.119], [0.257, -0.125, -0.444], [-0.050, -0.515, 0.161], [-0.259, 0.411, 0.329], [-0.072, 0.604, 0.122], [0.521, 0.046, 0.160], [2.383, 0.238, -0.929], [-0.385, 0.322, -0.231], [-0.417, 0.152, 0.185], [0.271, -0.354, 0.311], [-0.228, -0.484, -0.006], [-0.463, 0.241, 0.090], [-0.041, 0.511, -0.219], [-0.160, -0.224, -0.435], [0.253, -0.106, 0.370], [0.076, 0.525, -0.142], [-0.300, -0.033, 0.543], [-0.877, -0.208, -1.725], [-0.283, 0.225, 0.393], [-0.041, -0.392, -0.121], [0.394, 0.042, 0.282], [0.088, 0.643, 0.940], [0.985, 0.078, 0.175], [-0.148, -0.202, -0.143], [-0.126, 0.503, -0.327], [0.111, -0.431, -0.028], [-0.130, 0.312, 0.039], [-0.082, 0.174, 0.199], [0.165, -0.585, 0.355], [-0.056, 0.688, -0.210], [-0.130, -0.408, 0.118], [-0.144, 0.439, -0.291], [0.083, -0.619, 0.366], [0.022, 0.005, 0.030], [0.047, 0.011, -0.005], [0.091, 0.000, 0.006], [0.034, 0.074, -0.039], [-0.219, -0.095, 0.081], [0.266, 0.100, -0.664], [0.095, 0.104, 0.218], [-0.124, -0.152, 0.297], [0.061, 0.116, 0.026], [-0.004, 0.047, 0.050], [0.016, -0.015, -0.037], [0.097, -0.164, 0.045], [-0.118, -0.008, -0.051], [-0.066, 0.000, 0.026], [0.030, -0.005, -0.031], [0.001, 0.021, 0.053], [3.725, -0.799, -1.210], [0.080, 0.023, -0.164], [-0.032, -0.092, -0.323], [0.234, 0.330, -0.026], [-0.148, -0.157, 0.164], [0.048, -0.053, 0.343], [0.322, -0.048, -0.184], [-0.079, 0.015, 0.195], [0.062, 0.002, 0.052], [-0.162, -0.022, -0.057], [-0.155, 0.055, -0.037], [-0.030, -0.063, 0.075], [1.413, 3.221, 1.812], [-0.482, 0.937, -0.059], [-0.065, 0.120, 0.454], [0.063, -0.359, -0.499], [0.089, -0.272, 0.108], [0.064, -0.201, 0.101], [0.144, 0.024, 0.119], [0.161, -0.074, -0.127], [-1.217, -3.409, -1.668], [0.263, 0.472, 0.396], [-2.427, 0.518, 0.786], [-1.515, -0.344, -0.087], [0.971, 0.087, 0.785], [-0.354, -0.095, -0.515], [-0.176, -0.466, -0.039], [-0.016, -0.127, -0.190], [-0.273, 0.024, -0.042], [-1.883, -0.276, 0.523], [-0.033, -0.242, 0.094]]}

=====

(2)
{"formula": "C30H58BrF7N4O12PS2", "method": "ωB97M-V/def2-TZVPD", "homo_ev": -11.7, "charge": 1, "species": ["C", "C", "O", "C", "C", "O", "N", "C", "C", "P", "S", "S", "O", "O", "C", "F", "F", "C", "F", "F", "C", "F", "F", "F", "N", "C", "N", "C", "C", "O", "C", "N", "C", "C", "C", "C", "O", "C", "C", "C", "C", "C", "Br", "H", "H", "H", "H", "H", "H", "H", "H", "H", "H", "H", "H", "H", "H", "H", "H", "H", "H", "H", "H", "H", "H", "H", "H", "H", "H", "H", "H", "H", "H", "H", "H", "H", "H", "H", "H", "H", "H", "H", "H", "H", "H", "C", "C", "O", "C", "O", "O", "C", "H", "H", "H", "H", "H", "H", "H", "H", "C", "C", "O", "C", "O", "O", "C", "H", "H", "H", "H", "H", "H", "H", "H"], "positions_angstrom": [[1.90307, -1.32928, 2.98049], [2.71317, -0.02910, 3.04569], [2.28784, 0.95911, 2.13424], [1.29480, 1.84324, 2.61070], [-0.09966, 1.53023, 2.10214], [-0.44995, 2.26222, 0.93029], [-0.35226, 1.55112, -0.26488], [0.93068, 0.92868, -0.49489], [0.95720, 0.54834, -1.97662], [2.82094, 0.18270, -2.34838], [3.98333, -0.10101, -0.81192], [0.57392, 2.08454, -2.92591], [-0.82963, 2.25635, -3.13395], [1.28160, 1.95895, -4.17865], [1.25341, 3.69987, -2.21290], [0.52584, 4.54865, -2.98906], [0.91242, 3.95040, -0.93317], [2.75512, 4.13299, -2.40462], [3.25536, 3.79623, -3.61775], [2.69312, 5.49207, -2.38201], [3.81350, 3.72264, -1.30923], [3.24530, 3.27632, -0.18636], [4.62895, 2.77716, -1.81156], [4.56053, 4.79967, -1.01482], [-0.03966, -0.56920, -2.24767], [0.62182, -1.93931, -2.18751], [1.30289, -2.19209, -0.95864], [-0.64209, -0.46769, -3.64591], [-0.76954, -1.64951, -4.62673], [0.49391, -2.11036, -5.08602], [-1.67082, -2.85692, -4.43527], [-3.09753, -2.50496, -4.57021], [-1.09924, -0.62595, -1.14314], [-2.32471, -1.45685, -1.48966], [-3.19243, -1.71764, -0.22310], [-3.63722, -3.18876, -0.09466], [-2.91258, -3.84939, 0.91868], [-1.71949, -4.47693, 0.49113], [-1.52972, 0.72552, -0.53334], [-2.73286, 1.43141, -1.17780], [-3.20059, 2.74777, -0.55967], [-3.51885, 2.62593, 0.94133], [-2.14557, 4.31423, -0.95651], [1.77807, -1.74757, 3.97207], [0.94436, -1.19157, 2.49415], [2.43691, -2.08039, 2.41001], [2.78068, 0.34126, 4.06535], [3.72679, -0.27755, 2.74964], [1.55052, 2.83708, 2.24707], [1.30587, 1.88782, 3.69595], [-0.22728, 0.45649, 1.99206], [-0.81216, 1.81534, 2.87303], [1.20383, 0.08396, 0.13078], [1.70237, 1.67875, -0.34004], [2.92550, -0.88075, -3.25726], [3.33152, 1.27871, -3.04643], [-0.14687, -2.68224, -2.33016], [1.29662, -2.07709, -3.01770], [2.12542, -2.76116, -1.08291], [0.72016, -2.67385, -0.29049], [-1.52009, 0.15744, -3.66104], [0.07500, 0.12650, -4.20555], [-1.21689, -1.16508, -5.49803], [0.91188, -1.42052, -5.60492], [-1.44424, -3.49730, -5.28052], [-1.47236, -3.46303, -3.55646], [-3.62655, -2.79766, -3.76493], [-3.18839, -1.50510, -4.67485], [-0.68846, -1.17970, -0.30888], [-2.95960, -1.00766, -2.23708], [-2.03870, -2.46031, -1.76700], [-2.65339, -1.49282, 0.68970], [-4.09896, -1.12834, -0.26315], [-3.58210, -3.71484, -1.04816], [-4.67137, -3.19849, 0.22621], [-1.82051, -5.55331, 0.59138], [-1.47418, -4.26006, -0.54855], [-0.89031, -4.16092, 1.12076], [-1.90883, 0.45087, 0.44993], [-2.71057, 1.47500, -2.25903], [-3.58639, 0.79862, -0.94463], [-4.15269, 2.93032, -1.03827], [-2.77879, 3.14374, 1.53415], [-4.45992, 3.12471, 1.12941], [-3.60617, 1.57943, 1.21126], [6.36006, -8.18419, 0.11080], [5.65551, -7.79437, 1.39144], [5.75743, -6.38201, 1.65193], [4.96396, -5.60615, 0.93582], [4.15183, -5.95940, 0.11986], [5.19945, -4.33598, 1.27987], [4.45383, -3.39619, 0.51717], [7.39725, -7.84858, 0.13046], [6.34303, -9.26618, -0.01332], [5.88157, -7.73188, -0.75646], [6.13045, -8.27579, 2.24272], [4.60806, -8.09340, 1.38303], [3.39120, -3.63454, 0.55585], [4.80375, -3.38270, -0.51508], [4.61475, -2.41762, 0.95641], [-5.60460, 5.55400, 6.26200], [-5.45121, 6.74912, 5.34671], [-4.07593, 6.99168, 5.00656], [-3.55737, 6.18111, 4.09665], [-4.12779, 5.29119, 3.51990], [-2.28094, 6.52268, 3.91585], [-1.59015, 5.67986, 2.99839], [-4.98148, 5.67247, 7.14906], [-6.64326, 5.44887, 6.57353], [-5.30088, 4.63472, 5.76346], [-5.78395, 7.65284, 5.85167], [-6.04280, 6.63975, 4.43856], [-2.11580, 5.62289, 2.04819], [-1.47151, 4.68199, 3.42325], [-0.60845, 6.11563, 2.83660]], "atomic_forces_ev_per_a": [[0.283, -0.007, 0.068], [0.311, -0.689, -0.325], [-0.014, 0.260, 0.046], [0.202, 0.066, -0.376], [-0.209, -0.162, 0.787], [0.171, -0.164, -0.184], [-0.064, 0.282, -0.894], [-0.223, 0.283, -0.194], [0.963, 0.169, 0.963], [1.705, -0.547, 1.125], [-0.557, -0.112, -0.247], [-1.048, -0.008, -2.556], [0.011, 0.127, 1.012], [0.796, -0.098, 0.442], [-0.692, 1.501, 0.762], [0.576, -0.827, 0.255], [0.400, -0.474, -0.851], [0.551, 0.993, -0.684], [-0.546, -0.124, 0.699], [-0.135, -0.744, 0.171], [0.853, 0.355, -0.033], [0.258, 0.008, -0.307], [-0.508, 0.515, 0.401], [-0.472, -0.834, -0.098], [-0.663, -0.535, -0.244], [0.809, -1.358, 0.532], [-0.193, 0.210, 0.156], [0.560, 0.200, -1.138], [-0.041, -0.277, -0.453], [0.229, -0.288, 0.650], [-0.613, -0.230, -0.530], [0.645, 0.071, 0.317], [-1.293, 0.430, 0.547], [-0.294, -0.219, 0.838], [-0.056, -0.506, -0.634], [-0.030, 0.509, 0.576], [0.121, -0.186, -0.305], [-0.054, -0.070, 0.208], [0.210, 0.357, 0.395], [0.022, -0.070, 0.035], [-0.477, -0.553, 0.299], [0.188, 0.582, -0.571], [-0.099, 0.196, -0.020], [-0.293, -0.062, 0.180], [-0.282, 0.064, 0.150], [0.108, -0.115, -0.249], [-0.230, 0.318, 0.128], [0.270, 0.138, -0.021], [0.043, 0.203, -0.012], [-0.055, -0.119, 0.257], [-0.047, -0.183, -0.314], [-0.240, 0.284, -0.025], [0.098, -0.206, 0.052], [0.100, 0.022, 0.201], [-0.573, 0.252, -0.339], [-0.664, 0.057, -0.326], [-0.563, 0.335, -0.294], [-0.013, 0.398, -0.241], [0.322, 0.198, -0.123], [-0.069, -0.052, 0.136], [-0.359, -0.160, 0.508], [0.101, 0.130, 0.090], [-0.323, 0.411, 0.084], [0.098, 0.113, -0.235], [0.336, -0.184, -0.094], [0.005, 0.073, 0.255], [-0.193, 0.045, 0.062], [-0.345, 0.093, -0.001], [0.811, 0.105, -0.037], [0.082, 0.037, -0.430], [0.251, -0.022, -0.658], [0.005, 0.146, 0.242], [-0.034, 0.407, 0.114], [0.055, -0.162, -0.153], [-0.223, -0.138, 0.070], [0.028, -0.206, -0.023], [-0.017, 0.077, -0.201], [0.126, 0.095, 0.128], [0.009, -0.279, 0.196], [0.263, 0.279, -0.087], [-0.126, -0.289, -0.019], [-0.046, 0.270, -0.347], [0.223, -0.216, 0.277], [-0.233, 0.025, 0.191], [-0.015, -0.166, 0.292], [0.038, 0.236, -0.128], [0.028, -0.441, -0.067], [0.073, -0.041, 0.096], [0.066, -0.037, 0.137], [-0.153, -0.034, -0.145], [-0.016, 0.069, -0.005], [-0.010, 0.223, -0.018], [0.029, -0.083, 0.063], [0.005, -0.018, 0.041], [-0.078, -0.037, 0.013], [0.038, 0.165, 0.090], [-0.047, 0.133, -0.071], [-0.023, -0.054, -0.044], [-0.081, -0.022, -0.029], [0.134, -0.036, 0.108], [0.223, -0.129, -0.012], [-0.396, -0.046, 0.146], [-0.018, 0.096, 0.064], [0.004, 0.148, 0.060], [-0.071, -0.185, -0.090], [0.092, -0.023, -0.012], [0.228, -0.071, -0.179], [-0.071, 0.067, 0.044], [-0.014, 0.042, 0.007], [-0.057, 0.008, -0.066], [0.160, 0.087, -0.021], [0.107, -0.079, -0.072], [-0.057, -0.072, -0.005], [-0.079, -0.038, -0.055], [-0.028, 0.131, 0.124]]}

=====

Number 1: electronic energy -7591.68098 hartree, lowest unoccupied orbital energy -0.1701 Ha, Kohn-Sham gap 0.8170 eV. Number 2: electronic energy -6710.14692 hartree, lowest unoccupied orbital energy -0.1091 Ha, Kohn-Sham gap 8.7539 eV.